1.
The following is a quantum chemistry calculation of a molecular structure, C2ClI3O at a distorted geometry, from OMol25.

```
7
Properties=species:S:1:pos:R:3:forces:R:3:lowdin_charge:R:1
C 0.17599 -0.36073 0.02882 0.984 -1.256 3.110 -0.630
C -0.05134 0.52662 -0.96946 -0.395 1.670 -2.397 -1.729
O 0.52369 -1.21389 0.68911 -0.475 0.384 -0.350 0.257
Cl -0.74436 1.78444 1.71621 0.360 -0.708 0.143 -0.383
I -2.16368 0.89274 -0.94614 -0.104 -0.066 -0.587 0.852
I 1.29618 2.21740 -0.73786 -0.207 -0.429 -0.367 0.832
I 0.51167 -0.67596 -2.76197 -0.163 0.405 0.448 0.801
```
Positions in Å, forces in eV/Å.

LUMO energy ... -2.24 eV
ΔE to the lowest compared entry with this formula, charge and spin ... 52.72 kcal per mole
HOMO ... -8.5 eV

***

2.
The following is a quantum chemistry calculation of a single C21H20ClN3O2 molecule at a distorted geometry, from OMol25.

```
47
Properties=species:S:1:pos:R:3:forces:R:3:lowdin_charge:R:1
C 1.37518 2.24431 -4.44642 0.192 -0.082 0.055 0.021
C 1.59359 1.87631 -3.02882 -0.794 -0.186 0.552 -0.237
O 2.84654 1.78830 -2.55435 -0.385 0.191 -0.819 0.034
N 2.81636 1.44632 -1.24843 0.165 -0.105 1.162 0.104
C 1.56226 1.31185 -0.90103 0.137 0.180 -0.917 -0.227
C 1.12178 0.99928 0.45559 0.164 -0.109 0.363 -0.191
C -0.01307 1.63196 0.96194 0.093 -0.060 -0.016 -0.012
C -0.45623 1.37374 2.24465 -0.043 0.023 0.038 -0.067
C 0.23234 0.48115 3.04842 0.056 0.057 -0.033 -0.077
C 1.35337 -0.16544 2.56140 0.066 0.086 -0.017 -0.110
C 1.79301 0.08770 1.27245 -0.219 0.187 0.026 -0.601
Cl 3.16304 -0.77013 0.67334 0.176 -0.344 0.147 0.727
C 0.71493 1.56493 -2.02617 0.803 0.283 -0.328 -0.034
C -0.76694 1.57257 -2.05146 0.076 -0.083 -0.173 -0.434
O -1.40205 2.59482 -2.24504 -0.075 0.309 -0.073 0.072
N -1.35446 0.37711 -1.81789 -0.207 -0.027 0.116 -0.024
C -0.63393 -0.88143 -1.74169 0.299 -0.448 -0.068 -0.094
C -1.60213 -1.97269 -1.27364 0.208 0.086 -0.122 -0.135
N -2.30809 -1.54819 -0.09386 0.046 0.120 -0.158 -0.083
C -1.87223 -1.86613 1.17999 -0.036 -0.173 0.158 -0.223
C -2.66812 -1.52908 2.28187 -0.056 0.106 -0.017 -0.036
C -2.29650 -1.88108 3.56342 0.018 0.015 0.035 -0.097
C -1.12802 -2.58699 3.79229 0.073 -0.077 0.152 -0.116
C -0.33212 -2.92580 2.71306 -0.068 -0.059 0.081 -0.104
C -0.68803 -2.56681 1.42764 0.034 -0.059 -0.176 -0.034
C -3.11075 -0.35153 -0.29350 -0.292 0.079 -0.042 -0.129
C -2.78732 0.31034 -1.63693 -0.291 0.115 0.115 -0.112
H 0.38072 2.66807 -4.55768 -0.024 0.037 -0.019 0.089
H 2.12406 2.96851 -4.75739 -0.011 0.073 -0.070 0.092
H 1.46229 1.36656 -5.08699 0.010 -0.008 -0.060 0.092
H -0.53208 2.34971 0.34457 -0.052 0.109 -0.049 0.121
H -1.33393 1.87674 2.62103 -0.081 0.052 0.036 0.109
H -0.10591 0.28009 4.05246 -0.034 -0.045 0.085 0.108
H 1.89119 -0.86996 3.17469 0.058 -0.091 0.039 0.106
H 0.18236 -0.80562 -1.01777 -0.054 -0.086 -0.096 0.110
H -0.21004 -1.13654 -2.72168 0.017 -0.042 0.121 0.136
H -2.33565 -2.18891 -2.05765 0.127 -0.072 0.033 0.125
H -1.06073 -2.89591 -1.07661 -0.047 0.048 -0.089 0.119
H -3.60087 -1.00853 2.13267 -0.102 0.046 -0.042 0.103
H -2.93545 -1.60941 4.39149 -0.064 0.017 0.060 0.104
H -0.84388 -2.86917 4.79450 0.024 -0.033 0.093 0.099
H 0.58679 -3.47214 2.86853 0.097 -0.037 0.006 0.108
H -0.01896 -2.83212 0.62438 0.050 0.001 -0.111 0.101
H -4.18159 -0.59531 -0.26604 0.021 0.157 0.044 0.126
H -2.89493 0.36024 0.51049 -0.040 -0.033 -0.058 0.115
H -3.16243 1.33567 -1.65124 -0.028 -0.208 -0.019 0.126
H -3.25033 -0.23303 -2.46739 -0.007 0.090 0.054 0.128
```
Positions in Å, forces in eV/Å.

LUMO energy ... 0.62 eV
ΔE to the lowest compared entry with this formula, charge and spin ... 41.48 kcal per mole
SMILES ... Cc1onc(-c2ccccc2Cl)c1C(=O)N1CCN(c2ccccc2)CC1
HOMO ... -7.9 eV

***

3.
The following is a quantum chemistry calculation of a single C8H8N2O3 molecule at a distorted geometry, from OMol25.

```
21
Properties=species:S:1:pos:R:3:forces:R:3:lowdin_charge:R:1
C -0.44282 2.32713 1.15401 0.601 -0.688 -1.603 0.074
C -0.04146 1.83697 -0.00234 0.378 -4.287 -1.431 -0.326
O 0.17454 2.48831 -1.18645 0.541 0.532 0.304 0.002
C 0.00675 0.10937 -0.21701 -0.374 5.404 1.230 0.010
C -1.23839 -0.48202 -0.37162 2.589 -0.677 0.469 -0.280
N -2.41521 0.18371 -0.28635 1.241 0.460 -0.106 0.155
C -1.11866 -1.89947 -0.41585 -3.569 0.326 0.321 -0.033
C -0.00286 -2.57746 -0.08204 1.991 0.678 -0.736 -0.097
C 1.23628 -1.95247 0.07035 1.235 -0.672 0.821 0.004
C 1.16500 -0.56504 0.05039 0.200 -1.510 -0.827 -0.154
N 2.40367 0.16138 0.19237 0.431 -0.037 0.717 -0.316
O 3.33578 -0.44216 0.70632 -0.222 0.844 -0.474 0.083
O 2.40957 1.32756 -0.16464 0.972 -0.232 0.030 0.068
H -0.66962 3.34788 1.12256 -0.123 1.477 0.801 0.059
H -0.42765 1.65927 1.97721 -0.615 -0.123 0.771 0.073
H 1.15327 2.49103 -1.35982 -1.288 -0.241 0.336 0.119
H -3.05213 -0.52617 -0.37666 -3.102 -0.741 -0.347 0.060
H -2.59082 1.17437 -0.43486 0.295 -0.777 -0.036 0.124
H -2.03337 -2.55741 -0.51101 0.795 1.056 -0.076 0.133
H -0.09828 -3.61009 -0.11674 0.196 -1.829 0.179 0.087
H 2.24639 -2.49465 0.25218 -2.173 1.037 -0.342 0.154
```
Positions in Å, forces in eV/Å.

LUMO energy ... -0.48 eV
ΔE to the lowest compared entry with this formula, charge and spin ... 107.53 kcal per mole
SMILES ... C=C(O)c1c(N)cccc1[N+](=O)[O-]
HOMO ... -8.5 eV

***

4.
The following is a quantum chemistry calculation of a single C3H5N3O molecule, from OMol25.

```
12
Properties=species:S:1:pos:R:3:forces:R:3:lowdin_charge:R:1
O -2.22458 1.11338 0.06440 0.082 0.182 -0.167 -0.061
C -1.68861 -0.19172 0.08264 0.067 -0.322 0.080 -0.208
C -0.18687 -0.18547 0.07705 -0.137 0.091 -0.106 -0.361
N 0.59698 -0.93458 0.89996 0.063 0.112 -0.146 0.122
C 1.81270 -0.60265 0.52302 0.052 0.018 -0.042 -0.174
N 1.75755 0.30098 -0.46956 0.159 -0.048 0.042 0.003
N 0.47591 0.57766 -0.77252 -0.112 -0.166 0.173 0.095
H -1.70055 1.62458 -0.56714 -0.127 -0.023 0.087 0.075
H -2.04440 -0.77762 -0.77980 0.037 0.097 0.135 0.119
H -2.04184 -0.68488 0.99147 0.089 0.072 -0.121 0.120
H 2.73848 -0.97767 0.93564 -0.090 0.043 -0.057 0.119
H 2.50524 0.73800 -0.98514 -0.082 -0.056 0.123 0.151
```
Positions in Å, forces in eV/Å.

LUMO energy ... 0.82 eV
ΔE to the lowest compared entry with this formula, charge and spin ... 26.20 kcal per mole
SMILES ... OCc1nc[nH]n1
HOMO ... -10.1 eV

***

5.
The following is a quantum chemistry calculation of a molecular structure, C19H27BeN4SSb2 at a distorted geometry, from OMol25.

```
54
Properties=species:S:1:pos:R:3:forces:R:3:lowdin_charge:R:1
Be 8.69796 11.76856 7.86668 2.224 0.044 -0.954 -0.194
N 11.49561 14.23430 6.54303 -1.234 -1.524 0.397 0.114
C 10.46421 13.52256 7.08594 1.598 1.074 -0.917 -0.734
S 9.97918 12.02296 6.23524 -0.093 0.960 0.934 0.671
N 9.90282 14.08599 8.16870 -0.541 -0.813 -1.056 0.055
N 8.77337 13.37151 8.34996 -0.432 0.755 1.475 -0.147
C 7.69729 13.76894 8.96203 1.382 -1.038 -0.993 0.032
C 6.69250 12.71622 8.82784 -0.362 -1.012 0.683 -0.194
C 5.44649 12.65395 9.41118 -1.604 -0.958 -0.384 0.034
C 4.60036 11.52085 9.17341 2.732 0.037 -1.210 0.030
C 5.10779 10.47583 8.35942 -0.292 1.721 1.155 -0.014
C 6.38536 10.59619 7.85950 -0.163 -0.340 -0.653 -0.067
N 7.15690 11.64703 8.12194 -1.932 -0.364 0.022 -0.010
H 12.04392 13.86284 5.80480 0.173 -0.410 -0.509 0.087
H 11.84042 15.04653 6.98040 0.119 0.906 0.682 0.096
H 7.60070 14.71575 9.44080 -0.234 0.537 0.217 0.137
H 5.08034 13.48518 9.98394 -0.063 0.197 0.196 0.120
H 3.60834 11.39904 9.52249 -0.708 0.370 0.615 0.107
H 4.49382 9.63406 8.16867 -0.310 -0.669 -0.348 0.106
H 6.79030 9.87036 7.13896 -0.012 0.181 0.644 0.120
C 10.78265 11.29671 11.18045 -0.530 -0.438 0.395 -0.299
Sb 10.21013 10.26195 9.34929 0.101 0.054 1.125 1.364
C 12.17704 10.40623 8.65746 1.692 -0.353 -1.205 -0.327
C 10.07298 8.14819 10.07469 0.106 0.809 -0.679 -0.276
C 11.19282 7.30625 9.58279 1.668 0.986 1.084 -0.318
C 12.36698 7.42581 10.37222 -0.958 -0.481 0.390 -0.066
C 13.44425 6.58479 10.17541 1.033 1.792 1.486 -0.103
C 13.45626 5.73700 9.10947 -0.988 -2.097 -2.118 -0.078
C 12.29706 5.55805 8.29278 0.449 2.971 2.218 0.001
C 11.18981 6.46039 8.48966 0.501 -2.164 0.097 -0.311
C 9.99967 6.32126 7.62114 -0.531 -0.928 -1.368 -0.339
Sb 9.76795 8.11815 6.42905 0.824 0.057 -0.596 1.305
C 11.71128 8.20875 5.44803 -1.059 0.170 -0.259 -0.284
C 8.72897 7.19928 4.81623 1.252 0.540 -1.793 -0.351
H 9.90685 11.51174 11.79852 -0.017 0.112 -0.190 -0.001
H 11.24322 12.23137 10.88239 0.067 0.171 -0.074 0.001
H 11.46756 10.75168 11.84504 -0.029 -0.074 -0.540 0.015
H 12.91605 10.17932 9.42597 -0.319 -0.127 0.308 0.022
H 12.46093 11.38560 8.28046 -0.587 0.579 0.333 0.007
H 12.50358 9.81480 7.78707 -0.681 -0.379 0.371 0.006
H 9.10037 7.77892 9.83643 -0.708 -0.207 -0.410 0.037
H 10.13686 8.17285 11.14869 -0.036 0.388 0.424 0.060
H 12.35198 8.09532 11.26255 0.024 -0.519 -0.809 0.123
H 14.27646 6.72368 10.91245 -0.544 -0.510 -1.084 0.126
H 14.30086 5.08830 8.84536 -0.216 0.313 0.535 0.111
H 12.27038 4.77588 7.58297 -0.074 -0.461 -0.845 0.094
H 9.00426 6.25732 8.09502 0.588 -0.147 0.275 0.058
H 10.11360 5.40529 6.96370 -0.220 1.150 0.570 0.090
H 12.23826 9.07270 5.75326 0.680 0.797 0.841 -0.042
H 11.52306 8.45289 4.41084 -0.282 -0.403 -0.453 0.004
H 12.33552 7.34038 5.52662 0.125 -0.525 0.137 0.009
H 9.33891 6.43619 4.28332 -0.317 0.325 0.693 0.029
H 8.42832 7.90887 4.00801 0.060 -0.308 0.883 0.021
H 7.88686 6.76462 5.26817 -1.322 -0.747 0.262 -0.033
```
Positions in Å, forces in eV/Å.

LUMO energy ... -4.16 eV
ΔE to the lowest compared entry with this formula, charge and spin ... 0.00 kcal per mole
Total charge ... +1
HOMO ... -10.6 eV

***

6.
The following is a quantum chemistry calculation of 2 unconnected molecules or ions with the total composition C9H22N3 at a distorted geometry, from OMol25.

```
34
Properties=species:S:1:pos:R:3:forces:R:3:lowdin_charge:R:1
C -2.10272 -0.27452 0.15989 0.759 1.724 -0.897 -0.296
C -1.52292 0.93387 -0.10989 -1.484 -1.733 -1.277 -0.386
C 1.95514 -0.82760 -0.05971 -1.864 0.493 -0.581 -0.257
C 2.42690 0.41340 0.24773 0.617 -0.269 -2.423 -0.354
C -3.05957 -0.82222 -0.87488 0.877 1.928 -0.596 -0.040
C -1.96477 -1.08057 1.42631 -0.451 1.280 -2.828 -0.009
C -0.59650 1.62887 0.76108 -0.456 -0.300 1.905 -0.088
C -2.00488 1.75894 -1.27420 2.905 2.755 0.235 -0.055
C 2.37279 -2.14179 0.54161 0.873 1.093 0.175 -0.046
N 0.78412 -1.02322 -1.01736 2.152 3.485 -1.427 0.210
N 3.50135 0.44841 1.08243 -2.199 -1.020 -0.718 0.170
N 2.13437 1.63918 -0.45161 -0.496 -2.913 0.628 0.125
H -2.54214 -0.92746 -1.83387 0.064 -0.659 0.093 0.087
H -3.83734 -0.12073 -1.17486 -0.258 0.147 0.484 0.090
H -3.49680 -1.69183 -0.52034 -0.864 -1.852 0.225 0.056
H -2.02680 -2.05704 1.10097 -0.138 -2.487 -0.143 0.058
H -2.82491 -0.83880 1.95068 -1.624 0.199 1.579 0.086
H -1.11252 -0.93314 1.97347 2.073 0.583 1.456 0.050
H -0.12113 0.86724 1.35127 0.625 0.017 0.718 0.066
H -1.20042 2.23335 1.42863 0.034 0.383 0.406 0.110
H 0.13302 2.25416 0.31080 0.284 0.314 -0.510 0.042
H -1.19087 2.66610 -1.28277 -2.311 -1.736 -0.302 0.128
H -2.97955 2.18689 -1.05442 -0.134 0.043 -0.275 0.091
H -1.93834 1.36839 -2.28240 -0.346 -0.487 -0.059 0.070
H 1.68678 -2.95713 0.36359 -0.044 -0.303 -0.633 0.079
H 2.24400 -2.02812 1.60830 0.722 -0.198 0.665 0.085
H 3.41735 -2.38805 0.22551 -0.836 -0.213 0.555 0.112
H 2.66770 2.41844 -0.18022 0.633 0.951 0.135 0.084
H -0.08234 -0.39687 -0.83238 0.705 -0.737 -0.051 0.137
H 3.87965 1.32703 1.13382 1.875 1.736 1.008 0.078
H 3.75009 -0.40272 1.54051 0.573 0.349 0.515 0.100
H 1.86588 1.60261 -1.43111 0.271 -0.032 0.531 0.110
H 1.18778 -0.87628 -2.01890 -1.452 -0.707 1.925 0.209
H 0.59757 -1.95878 -0.80764 -1.085 -1.834 -0.517 0.098
```
Positions in Å, forces in eV/Å.

LUMO energy ... -2.99 eV
ΔE to the lowest compared entry with this formula, charge and spin ... 21.01 kcal per mole
Total charge ... +1
HOMO ... -11.7 eV